(1)
Below is a structure of composition C13H25AuN2Se2Si in a non-equilibrium geometry, with properties calculated with wB97M-V/def2-TZVPD.

Atoms and positions in Å:
1 Au -0.12398 -0.65332 -0.37373
2 Se -2.05331 -1.95575 0.91393
3 Se 1.02030 -2.96674 -0.73581
4 Si -2.70311 1.86756 -1.32077
5 N -1.06821 1.34484 -0.84226
6 N 1.13956 1.08213 -1.09788
7 C 0.07694 1.94754 -1.13231
8 C 3.46229 0.47610 -1.46490
9 C -2.52281 2.40221 -3.12592
10 C -0.19153 -4.14184 0.27387
11 C -3.28097 3.33091 -0.28217
12 C 0.26474 3.30692 -1.47432
13 C 2.56603 2.79784 -1.87808
14 C 2.51381 -3.08443 0.49863
15 C -3.81043 0.37147 -1.12299
16 C -1.45147 -2.19422 2.74380
17 C 1.52879 3.71759 -1.85409
18 C 2.34378 1.46003 -1.46740
19 C -1.64282 -3.73471 0.19868
20 H 3.55493 3.09564 -2.19905
21 H -0.07174 -5.12967 -0.17189
22 H -2.05775 -2.98004 3.18969
23 H -4.31069 3.55872 -0.56262
24 H 3.14135 -0.48068 -1.06125
25 H 2.23149 -2.69436 1.47198
26 H -1.95140 1.67341 -3.70427
27 H 1.71027 4.74456 -2.14092
28 H -2.02590 3.37060 -3.19484
29 H -3.25746 3.09525 0.78269
30 H -0.56527 3.99632 -1.41732
31 H -0.39572 -2.44258 2.79808
32 H -2.67806 4.22109 -0.46013
33 H -2.01484 -3.71316 -0.82558
34 H 4.30392 0.85548 -0.88426
35 H 3.82260 0.33361 -2.48598
36 H -3.51204 2.49439 -3.57630
37 H -1.63907 -1.25740 3.26241
38 H 3.34994 -2.52227 0.09289
39 H -2.25453 -4.43577 0.76672
40 H -4.08709 0.20256 -0.08106
41 H -3.34394 -0.53568 -1.51296
42 H 0.17863 -4.18186 1.29651
43 H 2.78782 -4.13433 0.57285
44 H -4.73594 0.52250 -1.68168

Cartesian forces, eV/Å:
Au -0.34 -0.56 0.12
Se 0.41 0.14 -0.39
Se -0.31 0.41 0.17
Si -1.18 0.74 -0.50
N 0.96 -0.36 0.26
N 0.31 -0.24 0.08
C -0.40 0.17 0.00
C 0.05 0.03 -0.09
C 0.06 -0.33 0.52
C 0.08 -0.02 -0.05
C 0.33 -0.60 -0.12
C -0.04 0.03 0.01
C -0.17 0.24 -0.01
C 0.08 0.02 0.14
C 0.22 0.20 0.04
C 0.13 0.03 0.04
C 0.17 -0.08 -0.03
C -0.07 -0.17 0.08
C -0.04 0.17 0.01
H 0.02 -0.04 0.03
H 0.02 0.00 0.02
H -0.02 -0.01 -0.05
H -0.02 0.01 0.01
H -0.01 0.01 0.00
H -0.01 0.02 -0.01
H -0.04 0.03 -0.06
H -0.02 0.01 0.02
H -0.03 0.00 -0.06
H -0.05 0.08 0.02
H 0.01 -0.02 -0.06
H 0.00 0.01 -0.03
H -0.03 0.04 0.03
H -0.02 -0.02 0.01
H -0.02 -0.01 0.03
H 0.00 -0.04 0.01
H 0.00 0.02 -0.01
H 0.00 0.01 -0.03
H -0.03 0.00 -0.05
H -0.03 0.00 -0.01
H 0.01 0.00 0.00
H 0.00 0.00 -0.06
H 0.00 0.03 0.00
H 0.00 0.00 -0.04
H 0.01 0.05 -0.01

maximum force	1.48	eV/Å
ΔE to the lowest compared entry with this formula, charge and spin	0.00	kJ/mol
total charge	+2
calculated total energy	-159114.845	eV
2S+1	3
lowest unoccupied orbital energy (alpha / beta)	-5.9 / -8.7	eV
expectation value of S²	2.0525
HOMO-LUMO gap (alpha / beta)	8.7 / 7.1	eV
molar mass	592.3	g/mol



(2)
Below is a cluster of 2 separate species, C4H8N2 in total in a non-equilibrium geometry, with properties calculated with wB97M-V/def2-TZVPD.

Atoms and positions in Å:
1 N 1.38496 0.28011 -0.61371
2 N -0.48203 -0.06977 0.43349
3 C 2.21718 -0.69778 0.00137
4 C 2.26670 0.72299 0.35106
5 C -1.42579 0.11254 -0.34052
6 C -2.81334 -0.10215 0.05742
7 H 1.97421 1.03409 1.33725
8 H -3.33580 -0.65810 -0.71885
9 H -2.84483 -0.67256 0.95837
10 H -1.05548 0.35698 -1.35949
11 H 1.67339 -1.46659 0.72534
12 H 3.08609 1.40053 -0.15699
13 H 2.87959 -1.10191 -0.78507
14 H -3.52486 0.86161 0.11032

Cartesian forces, eV/Å:
N -3.79 -0.24 -0.78
N 1.88 0.00 0.99
C -0.39 -2.62 0.46
C 3.35 2.05 -0.14
C 1.34 0.64 -1.68
C -2.96 1.78 -0.78
H -0.36 0.17 0.18
H 0.11 -0.34 -0.10
H -0.21 -0.11 0.76
H -0.94 0.13 0.16
H 1.38 1.76 -1.60
H -1.39 -1.26 1.36
H -0.04 -0.16 0.96
H 2.02 -1.79 0.20

maximum force	3.94	eV/Å
ΔE to the lowest compared entry with this formula, charge and spin	505.02	kJ/mol
total charge	0
calculated total energy	-7252.641	eV
lowest unoccupied orbital energy (alpha / beta)	0.3 / 0.3	eV
HOMO-LUMO gap (alpha / beta)	9.3 / 9.3	eV
molar mass	84.1	g/mol



(3)
Below is the molecule C2H3N3OS in a non-equilibrium geometry, with properties calculated with wB97M-V/def2-TZVPD.

Atoms and positions in Å:
1 S -2.36266 -0.03642 0.69341
2 O 2.61316 -0.13322 -0.15276
3 N 0.10482 0.07893 0.20187
4 N -0.37681 -0.84841 -0.66233
5 N 1.59984 0.58631 0.15909
6 C -0.73179 0.64517 1.07297
7 C -1.63998 -0.96581 -0.60234
8 H -2.08978 -1.74526 -1.29459
9 H 1.36556 1.28448 -0.52325
10 H 1.51766 1.13423 1.10791

Cartesian forces, eV/Å:
S 2.21 0.56 -0.24
O -1.19 0.05 0.78
N -3.11 -0.97 1.52
N 2.00 0.02 -1.45
N -0.04 1.21 0.94
C -0.34 -0.28 -0.37
C -0.69 -1.35 -0.22
H 0.21 1.32 1.18
H 0.43 0.86 -0.97
H 0.53 -1.41 -1.17

maximum force	3.60	eV/Å
ΔE to the lowest compared entry with this formula, charge and spin	528.83	kJ/mol
total charge	0
calculated total energy	-19469.606	eV
lowest unoccupied orbital energy	0.5	eV
HOMO-LUMO gap	10.2	eV
molar mass	117.1	g/mol



(4)
Below is a cluster of 2 separate species, C4H9O3 in total in a non-equilibrium geometry, with properties calculated with wB97M-V/def2-TZVPD.

Atoms and positions in Å:
1 O 1.07954 -0.99162 -1.17163
2 O -2.55990 -1.98380 0.90296
3 O -2.40126 0.29796 0.62750
4 C 1.94045 -0.03971 -1.82282
5 C -1.77912 -0.56638 2.67181
6 C 1.37264 1.35644 -1.76786
7 C -2.31328 -0.80122 1.22368
8 H 0.29339 1.40674 -1.53779
9 H -2.28602 0.32740 3.02719
10 H 1.04131 -0.70241 -0.25435
11 H 2.96451 -0.09235 -1.43010
12 H -0.73059 -0.31736 2.90345
13 H -1.92542 -1.39444 3.35954
14 H 1.94471 -0.51143 -2.81933
15 H 2.06145 2.02814 -1.23546
16 H 1.29759 1.98403 -2.67679

Cartesian forces, eV/Å:
O 0.80 0.63 0.46
O -0.16 0.60 -0.32
O -0.37 -0.49 -0.86
C -0.84 -1.56 -1.02
C 0.22 0.08 1.14
C -0.15 1.88 -0.93
C 1.12 0.21 0.86
H 0.67 -0.34 1.04
H -0.35 -0.02 0.29
H -0.52 -0.25 0.19
H -0.14 0.10 0.04
H 0.16 -0.02 -1.13
H -0.58 -0.31 0.03
H 0.35 0.77 -0.03
H -0.76 -0.26 0.88
H 0.54 -1.03 -0.65

maximum force	2.10	eV/Å
ΔE to the lowest compared entry with this formula, charge and spin	163.71	kJ/mol
total charge	-1
calculated total energy	-10436.769	eV
lowest unoccupied orbital energy	3.5	eV
HOMO-LUMO gap	7.3	eV
molar mass	105.1	g/mol



(5)
Below is the molecule C25H29N3O4, with properties calculated with wB97M-V/def2-TZVPD.

Atoms and positions in Å:
1 O 0.90420 3.13073 0.20428
2 O 3.33192 -0.30040 -1.82686
3 O -5.26966 -2.27996 -0.64571
4 O 0.37559 2.56902 2.31900
5 N -0.73968 -0.42446 0.85604
6 N 1.95159 -1.25752 0.45612
7 N -2.98874 2.72163 -0.79760
8 C 0.22818 -0.37429 1.92933
9 C -4.59050 -1.10132 -0.65931
10 C 6.00618 -2.17238 -0.11296
11 C 3.25338 3.27910 -0.28506
12 C 2.12345 3.74766 0.61834
13 C 3.97766 0.10151 -3.00854
14 C -0.38226 -1.44076 -0.11696
15 C 5.33724 -2.56021 1.03178
16 C -4.77036 -3.37356 0.09653
17 C -3.36710 -0.86981 -0.07396
18 C 4.00293 -2.23275 1.18150
19 C -1.89104 2.96820 -0.15137
20 C -1.08901 2.00234 0.49886
21 C -2.75424 0.39534 -0.15919
22 C -3.45142 1.45407 -0.79031
23 C -4.68802 1.18585 -1.41289
24 C 5.34882 -1.43933 -1.08676
25 C -5.02018 -3.23265 1.59535
26 C 1.03057 -1.17430 -0.65509
27 C 1.66823 -0.22349 1.43254
28 C 0.13048 2.55734 1.13623
29 C 4.01563 -1.08231 -0.93205
30 C -1.47126 0.66334 0.43035
31 C -5.23662 -0.06007 -1.36205
32 C 3.31596 -1.50812 0.21402
33 H -5.18730 2.00184 -1.91022
34 H 1.29332 -1.93381 -1.39247
35 H -4.50638 -2.36261 1.99638
36 H -0.02197 0.43052 2.61813
37 H 0.15032 -1.33060 2.46174
38 H 1.04038 -0.18680 -1.14289
39 H -6.18511 -0.28096 -1.82578
40 H -3.70325 -3.52545 -0.10959
41 H 3.45978 -2.54559 2.06041
42 H 2.31204 3.48642 1.66548
43 H -1.56646 4.00062 -0.14581
44 H -1.08885 -1.43416 -0.94620
45 H -6.08495 -3.11682 1.78060
46 H -5.32096 -4.23585 -0.29042
47 H 4.29092 -0.75748 -3.61053
48 H 1.98865 4.83159 0.54015
49 H 4.84504 0.73640 -2.79903
50 H -0.39756 -2.41985 0.37464
51 H 3.23781 0.67777 -3.56256
52 H 3.37464 2.20010 -0.21817
53 H 2.35616 -0.31710 2.27402
54 H -4.66648 -4.12147 2.11055
55 H 5.89658 -1.12841 -1.96246
56 H 5.84581 -3.12457 1.79828
57 H -2.86950 -1.63375 0.49975
58 H 7.04504 -2.42918 -0.25459
59 H 4.18156 3.75744 0.01477
60 H 1.80603 0.77197 0.98457
61 H 3.03481 3.53834 -1.31780

Cartesian forces, eV/Å:
O -0.07 -0.10 -0.31
O -0.04 -0.24 0.47
O -0.13 0.29 -0.14
O -0.03 0.04 -0.22
N -0.08 -0.15 0.26
N -0.07 0.12 -0.02
N -0.18 0.55 -0.15
C 0.24 0.13 0.33
C 0.35 0.07 0.10
C 0.01 -0.02 0.04
C -0.43 0.04 0.12
C 0.56 0.15 0.35
C 0.11 0.09 -0.19
C 0.29 -0.06 -0.47
C 0.13 0.00 0.06
C 0.09 -0.30 0.33
C -0.32 -0.47 -0.03
C 0.08 0.09 -0.18
C -0.06 -0.05 -0.02
C -0.32 -0.46 -0.09
C -0.23 0.54 -0.23
C 0.41 -0.51 0.27
C -0.15 -0.29 0.00
C 0.02 0.10 -0.20
C 0.03 0.12 -0.40
C -0.48 -0.23 -0.04
C -0.21 0.09 0.21
C 0.10 0.08 0.35
C -0.11 0.07 0.09
C -0.03 0.58 -0.04
C 0.01 0.11 0.01
C 0.20 -0.10 -0.12
H -0.05 0.09 -0.06
H -0.02 0.05 -0.04
H 0.04 0.04 0.09
H 0.00 -0.15 -0.04
H 0.07 0.06 0.00
H -0.01 -0.12 0.01
H -0.12 0.00 -0.06
H -0.10 0.01 -0.05
H -0.12 -0.06 0.06
H -0.03 0.12 -0.22
H 0.11 0.10 0.03
H 0.02 -0.04 0.08
H -0.09 -0.01 0.05
H 0.16 0.09 0.03
H 0.01 0.03 0.03
H -0.03 -0.14 0.06
H -0.02 -0.04 -0.02
H -0.04 -0.02 -0.08
H 0.09 -0.02 -0.01
H 0.04 -0.10 0.00
H -0.04 0.04 -0.01
H 0.04 -0.09 0.09
H 0.01 0.04 -0.09
H 0.04 -0.06 0.07
H 0.02 -0.11 0.02
H 0.09 -0.03 -0.02
H 0.11 0.06 0.01
H 0.08 -0.03 0.05
H 0.05 0.02 -0.12

maximum force	0.70	eV/Å
ΔE to the lowest compared entry with this formula, charge and spin	326.56	kJ/mol
total charge	0
calculated total energy	-39055.505	eV
SMILES	CCOC(=O)c1cnc2ccc(OCC)cc2c1N1CCN(c2ccccc2OC)CC1
lowest unoccupied orbital energy	0.5	eV
HOMO-LUMO gap	8.3	eV
molar mass	435.5	g/mol



(6)
Below is a cluster of 2 separate species, CH5NO2 in total in a non-equilibrium geometry, with properties calculated with wB97M-V/def2-TZVPD.

Atoms and positions in Å:
1 O -0.28623 -0.80210 0.32502
2 O -2.68216 0.12544 -0.39637
3 N 0.58304 0.06284 0.05982
4 C 1.85207 0.00867 0.20006
5 H 2.52740 0.90658 0.10222
6 H 0.13305 0.93426 -0.31923
7 H -2.33996 0.26498 0.49523
8 H 2.28857 -1.03765 0.27875
9 H -2.07578 -0.46302 -0.74551

Cartesian forces, eV/Å:
O 0.24 -1.19 -0.08
O -2.10 2.24 1.14
N -1.23 1.93 -0.34
C 2.37 -1.06 -0.40
H -1.27 -1.11 -0.20
H 0.81 -0.30 0.58
H -0.15 -0.13 -0.15
H -0.62 1.63 0.48
H 1.94 -2.00 -1.04

maximum force	3.28	eV/Å
ΔE to the lowest compared entry with this formula, charge and spin	324.44	kJ/mol
total charge	0
calculated total energy	-6700.349	eV
SMILES	C=[NH+][O-].O
lowest unoccupied orbital energy	0.6	eV
HOMO-LUMO gap	10.2	eV
molar mass	63.1	g/mol